1.
Here is an isolated molecule of C6H7N3O4 from the OMol25 dataset. Energies are from wB97M-V/def2-TZVPD.

```
20
Properties=species:S:1:pos:R:3
O 1.66665 1.85869 -0.74998
O -1.38867 1.95625 -1.18228
O 2.15051 -1.85572 1.37948
O -2.34487 -1.75251 0.36290
N 1.15847 -0.02895 0.41560
N -1.08181 -0.00457 -0.14845
N -1.17438 -1.27407 0.23457
C -1.65289 0.82760 -0.92509
C 1.83609 1.10102 0.16477
C 2.91254 1.24588 1.15245
C -0.11556 -1.94724 0.62427
C 1.22840 -1.31385 0.81325
C -2.90212 0.11798 -1.70669
H -0.23027 -3.01147 0.82506
H -2.77863 0.41303 -2.77540
H 2.81394 2.11929 1.74840
H 2.82487 0.32760 1.78907
H -3.10293 -0.89997 -1.37704
H 3.88748 1.41734 0.59120
H -3.70682 0.70368 -1.23607
```

Summary:
gap between HOMO and LUMO (alpha / beta) = 8.8 / 5.9 eV
maximum force = 8.049 eV Å⁻¹
multiplicity = 3
HOMO (alpha / beta) = -10.01 / -10.05 eV
energy above the lowest of the compared OMol25 structures with the same formula, charge and spin = 0.0 kcal per mole

These are the Löwdin partial charges, in e, on atoms 1 to 8: number 1, O, carries 0.116; number 2, O, carries 0.158; number 3, O, carries 0.106; number 4, O, carries -0.005; number 5, N, carries 0.248; number 6, N, carries 0.232; number 7, N, carries -0.214; number 8, C, carries -0.516

2.
Here is an isolated ion of composition C6H7N4O4 and charge -1 from the OMol25 dataset. Energies are from wB97M-V/def2-TZVPD.

```
21
Properties=species:S:1:pos:R:3
O -4.35144 -0.82365 -0.22917
O -3.03778 0.95191 -0.72755
O 1.61323 -3.62574 -0.00701
O -1.83186 -2.15770 -0.77302
N 0.47218 0.19627 0.87026
N -0.23266 0.25753 -1.42106
N 1.17000 -2.57735 -0.40583
N 1.89369 0.92057 -0.78811
C -3.32557 -0.19333 -0.41300
C -0.43514 -0.58942 1.61713
C -2.13378 -1.29788 -0.01155
C -1.68428 -1.01241 1.31482
C 0.82976 -0.05901 -0.63285
C 1.37661 -1.43480 -0.62472
H 1.40460 0.14938 1.31764
H 1.46976 1.84567 -0.79802
H 2.64272 0.67564 -1.51629
H -2.47007 -1.10473 2.07608
H -0.96824 0.79782 -0.86864
H -0.19073 -0.43382 2.68708
H -0.66515 -0.55645 -1.81770
```

Summary:
gap between HOMO and LUMO = 6.5 eV
maximum force = 4.958 eV Å⁻¹
multiplicity = 1
net charge = -1
HOMO = -3.65 eV
energy above the lowest of the compared OMol25 structures with the same formula, charge and spin = 26.6 kcal per mole
SMILES = NC(N)(C#[N+][O-])N/C=C\C(=O)C(=O)[O-]

These are the Löwdin partial charges, in e, on atoms 1 to 8: number 1, O, carries -0.004; number 2, O, carries -0.028; number 3, O, carries -0.022; number 4, O, carries 0.070; number 5, N, carries 0.031; number 6, N, carries 0.119; number 7, N, carries -0.075; number 8, N, carries 0.039

3.
Here is a 2-piece molecular cluster, C6H7N5S overall from the OMol25 dataset. Energies are from wB97M-V/def2-TZVPD.

```
19
Properties=species:S:1:pos:R:3
S 3.47061 -0.65674 0.18225
N -1.60564 0.08770 0.38155
N -0.51522 -1.47290 -1.18844
N 2.13394 -0.05968 -0.22570
N 0.26082 3.22826 1.11092
N 1.66839 0.87778 -0.73293
C 0.27641 -1.88070 -0.22548
C 0.45974 2.59764 0.15921
C 0.17208 -1.26875 1.10742
C 0.76931 1.74872 -0.92577
C -0.75455 -0.35196 1.39080
C -1.52308 -0.53606 -0.98838
H -0.95104 0.19597 2.38072
H 1.04547 -2.59206 -0.27732
H 0.86817 -1.60435 1.87553
H 0.39867 1.85239 -1.88646
H -2.55501 -1.05836 -1.19071
H -1.15478 0.32101 -1.57932
H -2.46430 0.57209 0.63209
```

Summary:
gap between HOMO and LUMO = 7.2 eV
maximum force = 4.737 eV Å⁻¹
multiplicity = 1
HOMO = -7.85 eV
energy above the lowest of the compared OMol25 structures with the same formula, charge and spin = 123.3 kcal per mole
SMILES = N#C/C=N\N=S.C1=CNCN=C1

These are the Löwdin partial charges, in e, on atoms 1 to 8: number 1, S, carries 0.688; number 2, N, carries -0.019; number 3, N, carries 0.022; number 4, N, carries -0.587; number 5, N, carries 0.159; number 6, N, carries 0.035; number 7, C, carries -0.159; number 8, C, carries -0.210